Run 1
Formula: C2HI2N3
Source: OMol25
Level of theory: ωB97M-V/def2-TZVPD

```
8
Properties=species:S:1:pos:R:3
C -1.08 -0.44 -0.90
C -0.26 -1.62 1.05
N -1.79 -0.81 -1.71
N -1.21 -2.33 0.79
N -0.13 -0.18 -0.06
I 1.41 -1.57 2.19
I -1.48 -4.16 1.56
H -0.24 0.69 0.66
```

The multiplicity is 1. The frontier orbital gap comes out at 9.0 eV. Its HOMO energy is -10.0 eV. The calculation puts the LUMO energy at -0.95 eV.

Atomic partial charges in e from the Löwdin method, atoms 1 to 6:
1 C -0.52
2 C -1.01
3 N 0.15
4 N -0.53
5 N 0.00
6 I 0.92



Run 2
Formula: C2HI2N3
Source: OMol25
Level of theory: ωB97M-V/def2-TZVPD

```
8
Properties=species:S:1:pos:R:3
C 0.85 0.26 0.80
C -1.28 -0.20 0.18
N 1.60 -0.63 0.37
N 0.72 1.40 1.24
N -1.52 -0.51 -0.90
I 1.42 -2.60 0.19
I 0.04 2.79 -0.04
H -1.83 -0.52 -1.83
```

The multiplicity is 1. The frontier orbital gap comes out at 8.5 eV. Its HOMO energy is -8.9 eV. The calculation puts the LUMO energy at -0.44 eV.

Atomic partial charges in e from the Löwdin method, atoms 1 to 6:
1 C -0.74
2 C -0.11
3 N -0.46
4 N -0.44
5 N 0.13
6 I 0.76



Order from most stable to least stable according to the calculation: run 1, run 2



Run 1
Formula: C8H8O2
Source: OMol25
Level of theory: ωB97M-V/def2-TZVPD

```
18
Properties=species:S:1:pos:R:3
C 2.75 2.07 -2.45
C 1.66 1.82 -2.05
C -0.29 0.17 0.88
C -0.85 -0.41 -0.16
C 0.20 1.84 -1.57
C -0.90 1.06 -0.13
C 0.48 0.12 2.13
C -1.46 -1.60 -0.81
O -0.55 2.62 -2.20
O -1.92 1.94 -0.14
H 3.61 2.19 -2.89
H -0.13 -0.18 2.96
H 0.79 1.14 2.33
H 1.32 -0.56 2.09
H -2.12 -1.33 -1.54
H -2.07 -2.21 -0.20
H -0.60 -2.24 -1.22
H -1.82 2.34 -1.09
```

The multiplicity is 1. The frontier orbital gap comes out at 8.9 eV. Its HOMO energy is -8.6 eV. The calculation puts the LUMO energy at 0.36 eV.

Atomic partial charges in e from the Löwdin method, atoms 1 to 6:
1 C 0.13
2 C -0.02
3 C -0.10
4 C -0.10
5 C -0.16
6 C -0.28



Run 2
Formula: C8H8O2
Source: OMol25
Level of theory: ωB97M-V/def2-TZVPD

```
18
Properties=species:S:1:pos:R:3
C 2.17 1.18 -0.06
C 1.72 -0.07 0.69
C 0.62 -0.34 1.27
C -0.40 -0.71 1.97
C -1.70 -1.12 1.37
C -1.94 -0.73 0.12
O -2.85 -0.72 -0.89
C -1.60 -0.07 -1.01
C -0.64 0.00 -2.07
O -1.28 1.14 -1.49
H 2.28 1.03 -1.13
H 3.20 1.38 0.18
H 1.58 2.06 0.25
H 2.47 -0.84 0.56
H -0.52 -0.36 3.05
H -2.50 -1.62 1.89
H -0.99 -0.09 -3.07
H 0.37 -0.13 -1.64
```

The multiplicity is 1. The frontier orbital gap comes out at 9.4 eV. Its HOMO energy is -8.6 eV. The calculation puts the LUMO energy at 0.79 eV.

Atomic partial charges in e from the Löwdin method, atoms 1 to 6:
1 C -0.09
2 C -0.16
3 C -0.07
4 C -0.09
5 C -0.01
6 C -0.18



Order from most stable to least stable according to the calculation: run 2, run 1



Run 1
Formula: C4H2N4
Source: OMol25
Level of theory: ωB97M-V/def2-TZVPD

```
10
Properties=species:S:1:pos:R:3
C -2.12 0.08 1.13
C 0.64 -0.11 -0.82
C 1.24 0.37 -1.96
C 1.80 -0.75 0.13
H -2.70 1.27 0.75
H -2.34 -0.36 2.07
N -1.02 -0.43 0.69
N -0.59 0.00 -0.57
N 2.47 1.13 -2.38
N 2.62 -1.19 0.94
```

The multiplicity is 1. The frontier orbital gap comes out at 8.2 eV. Its HOMO energy is -10.5 eV. The calculation puts the LUMO energy at -2.34 eV.

Atomic partial charges in e from the Löwdin method, atoms 1 to 6:
1 C -0.02
2 C -0.38
3 C -0.02
4 C -0.09
5 H 0.19
6 H 0.04



Run 2
Formula: C4H2N4
Source: OMol25
Level of theory: ωB97M-V/def2-TZVPD

```
10
Properties=species:S:1:pos:R:3
N -3.77 0.25 0.43
C -2.51 -0.02 -0.07
C -1.39 -0.93 -0.23
N -0.11 -0.60 -0.08
N 0.30 0.95 -0.27
C 1.50 1.04 0.10
C 2.52 0.02 0.15
N 3.27 -0.94 0.24
H -1.85 -1.93 -0.23
H 2.02 2.15 -0.04
```

The multiplicity is 1. The frontier orbital gap comes out at 8.9 eV. Its HOMO energy is -10.7 eV. The calculation puts the LUMO energy at -1.79 eV.

Atomic partial charges in e from the Löwdin method, atoms 1 to 6:
1 N 0.12
2 C -0.11
3 C -0.18
4 N 0.06
5 N 0.08
6 C -0.23



Order from most stable to least stable according to the calculation: run 2, run 1



Run 1
Formula: C2H9N2S
Source: OMol25
Level of theory: ωB97M-V/def2-TZVPD

```
14
Properties=species:S:1:pos:R:3
C -0.55 2.24 -2.10
S 0.43 0.92 -1.29
H -1.59 2.21 -1.78
H -0.14 3.22 -1.87
H -0.54 2.12 -3.18
N 0.43 -0.23 1.79
C -0.11 -1.51 1.33
N 0.75 -2.17 0.38
H -0.20 0.15 2.50
H 0.45 0.39 0.97
H -0.26 -2.18 2.19
H -1.09 -1.38 0.85
H 0.72 -1.65 -0.49
H 1.70 -2.13 0.72
```

The net charge is -1. The multiplicity is 1. The frontier orbital gap comes out at 7.0 eV. Its HOMO energy is -2.6 eV. The calculation puts the LUMO energy at 4.38 eV.

Atomic partial charges in e from the Löwdin method, atoms 1 to 6:
1 C -0.71
2 S 0.16
3 H -0.02
4 H -0.02
5 H -0.03
6 N -0.05



Run 2
Formula: C2H9N2S
Source: OMol25
Level of theory: ωB97M-V/def2-TZVPD

```
14
Properties=species:S:1:pos:R:3
C -0.70 1.88 -1.78
S -0.98 0.11 -1.51
H -1.33 2.28 -1.01
H 0.36 1.94 -1.64
H -0.86 2.15 -2.81
N -0.28 -1.49 1.56
C 0.82 -0.55 2.13
N 1.98 -0.19 1.14
H -1.04 -1.01 1.07
H 0.21 -1.99 0.79
H 0.32 0.30 2.67
H 1.22 -1.22 2.91
H 2.38 -1.04 0.80
H 1.81 0.49 0.35
```

The net charge is -1. The multiplicity is 1. The frontier orbital gap comes out at 6.5 eV. Its HOMO energy is -2.2 eV. The calculation puts the LUMO energy at 4.25 eV.

Atomic partial charges in e from the Löwdin method, atoms 1 to 6:
1 C -0.72
2 S 0.01
3 H -0.04
4 H -0.05
5 H -0.03
6 N -0.07



Order from most stable to least stable according to the calculation: run 1, run 2



Run 1
Formula: C5H5N
Source: OMol25
Level of theory: ωB97M-V/def2-TZVPD

```
11
Properties=species:S:1:pos:R:3
C -1.13 0.82 0.88
C -2.25 0.61 1.24
C 0.21 0.93 0.25
C 0.41 -0.02 -0.93
C 1.28 -2.32 -0.61
N 1.04 -1.14 -0.78
H -3.26 0.58 1.43
H 0.32 1.87 -0.12
H 0.95 1.01 1.08
H 0.21 0.40 -1.94
H 2.22 -2.75 -0.53
```

The multiplicity is 1. The frontier orbital gap comes out at 8.8 eV. Its HOMO energy is -7.9 eV. The calculation puts the LUMO energy at 0.89 eV.

Atomic partial charges in e from the Löwdin method, atoms 1 to 6:
1 C -0.13
2 C 0.10
3 C -0.19
4 C -0.13
5 C 0.08
6 N -0.06



Run 2
Formula: C5H5N
Source: OMol25
Level of theory: ωB97M-V/def2-TZVPD

```
11
Properties=species:S:1:pos:R:3
C -0.98 -1.10 -0.29
N 0.12 -1.67 0.01
C 1.00 -0.54 0.30
C 0.62 0.65 -0.53
C -0.85 0.38 -0.20
C 0.20 0.70 0.85
H -1.86 -1.63 -0.65
H 2.03 -0.80 0.54
H 1.18 1.34 -1.13
H -1.66 1.07 -0.39
H 0.19 1.60 1.48
```

The multiplicity is 1. The frontier orbital gap comes out at 10.9 eV. Its HOMO energy is -9.7 eV. The calculation puts the LUMO energy at 1.11 eV.

Atomic partial charges in e from the Löwdin method, atoms 1 to 6:
1 C -0.14
2 N 0.07
3 C -0.19
4 C -0.14
5 C -0.15
6 C -0.08



Order from most stable to least stable according to the calculation: run 2, run 1



Run 1
Formula: C5H5N
Source: OMol25
Level of theory: ωB97M-V/def2-TZVPD

```
11
Properties=species:S:1:pos:R:3
C -2.48 -0.53 -0.17
C -1.36 -0.35 -0.57
C 0.07 -0.12 -0.80
C 0.64 0.38 0.55
C 2.09 0.27 0.65
N 3.24 0.17 0.73
H -3.49 -0.71 0.14
H 0.56 -1.04 -1.11
H 0.23 0.62 -1.58
H 0.34 1.42 0.71
H 0.18 -0.21 1.35
```

The multiplicity is 1. The frontier orbital gap comes out at 11.4 eV. Its HOMO energy is -10.6 eV. The calculation puts the LUMO energy at 0.75 eV.

Atomic partial charges in e from the Löwdin method, atoms 1 to 6:
1 C 0.12
2 C -0.16
3 C -0.21
4 C -0.19
5 C -0.23
6 N 0.14



Run 2
Formula: C5H5N
Source: OMol25
Level of theory: ωB97M-V/def2-TZVPD

```
11
Properties=species:S:1:pos:R:3
C 1.16 0.11 0.21
C 0.55 0.87 -0.78
C -0.78 0.58 -1.07
N -1.57 -0.09 -0.24
C -1.00 -0.69 0.80
C 0.38 -0.77 0.95
H 2.23 0.18 0.38
H 1.10 1.63 -1.34
H -1.21 0.83 -2.04
H -1.68 -1.14 1.53
H 0.82 -1.53 1.59
```

The multiplicity is 1. The frontier orbital gap comes out at 10.4 eV. Its HOMO energy is -9.4 eV. The calculation puts the LUMO energy at 0.98 eV.

Atomic partial charges in e from the Löwdin method, atoms 1 to 6:
1 C -0.09
2 C -0.08
3 C -0.16
4 N 0.05
5 C -0.16
6 C -0.08



Run 3
Formula: C5H5N
Source: OMol25
Level of theory: ωB97M-V/def2-TZVPD

```
11
Properties=species:S:1:pos:R:3
C -0.64 0.98 -1.28
C 0.35 0.97 -0.12
C 0.41 -0.33 0.55
C 0.42 -1.39 1.13
C 0.39 -2.58 1.83
N 0.34 -3.56 2.44
H -1.64 0.68 -0.94
H -0.33 0.29 -2.08
H -0.70 1.98 -1.71
H 0.06 1.72 0.63
H 1.35 1.24 -0.46
```

The multiplicity is 1. The frontier orbital gap comes out at 11.1 eV. Its HOMO energy is -10.5 eV. The calculation puts the LUMO energy at 0.62 eV.

Atomic partial charges in e from the Löwdin method, atoms 1 to 6:
1 C -0.10
2 C -0.25
3 C -0.01
4 C -0.02
5 C -0.24
6 N 0.15



Run 4
Formula: C5H5N
Source: OMol25
Level of theory: ωB97M-V/def2-TZVPD

```
11
Properties=species:S:1:pos:R:3
C -2.77 -0.02 -0.28
C -1.62 -0.28 -0.08
C 1.27 -1.09 0.05
C 1.06 0.85 -0.25
C 0.28 -0.12 0.65
N 2.01 -0.25 -0.57
H -3.81 0.28 -0.52
H 1.35 -2.14 0.09
H 0.62 1.26 -1.16
H 1.38 1.59 0.34
H 0.23 -0.06 1.73
```

The multiplicity is 1. The frontier orbital gap comes out at 10.5 eV. Its HOMO energy is -10.2 eV. The calculation puts the LUMO energy at 0.35 eV.

Atomic partial charges in e from the Löwdin method, atoms 1 to 6:
1 C -0.05
2 C -0.03
3 C -0.15
4 C -0.19
5 C -0.07
6 N 0.09



Order from most stable to least stable according to the calculation: run 2, run 3, run 1, run 4